Molecular formula: C32H48BNO6PRuS2Te
Method: DFT, ωB97M-V/def2-TZVPD

Calculated total energy = -89250.1335 eV
2S+1 = 6
Largest force on an atom = 0.22 eV/Å
ΔE to the lowest compared entry with this formula, charge and spin = 0.00 kcal/mol
Charge = -2
Frontier orbital gap (alpha / beta) = 3.90 / 5.01 eV

Element x y z (Å)
1 Ru -1.4353 0.6103 0.5944
2 C -5.4585 2.7668 2.5096
3 C -4.3673 2.2087 1.6111
4 S -3.3823 0.9598 2.3288
5 C -4.1957 2.6732 0.3571
6 C -5.0535 3.7653 -0.2352
7 S -2.9522 2.0860 -0.7340
8 H -5.4549 2.2353 3.4592
9 H -6.4534 2.6560 2.0655
10 H -5.3075 3.8318 2.7185
11 H -5.9387 3.9764 0.3671
12 H -5.3819 3.4866 -1.2403
13 H -4.4845 4.6965 -0.3370
14 O -1.8329 -3.7982 1.6201
15 C -1.3236 -2.6705 1.6382
16 O -1.7395 -1.6433 1.0187
17 C -0.0620 -2.4790 2.4734
18 C 0.1167 -3.2048 3.6438
19 C 1.2217 -2.9981 4.4778
20 C 2.1369 -2.0577 4.0693
21 O 3.3176 -1.6711 4.6770
22 C 3.6972 -0.4899 3.9643
23 O 3.0734 -0.5387 2.6924
24 C 1.9840 -1.3718 2.8822
25 C 0.9002 -1.5498 2.0650
26 H -0.6438 -3.9283 3.9065
27 H 1.3479 -3.5401 5.4062
28 H 4.7789 -0.4864 3.8345
29 H 3.3520 0.3938 4.5123
30 H 0.7681 -0.9857 1.1487
31 C 2.2352 2.3582 -2.0469
32 C 2.4985 0.8688 -1.7867
33 C 2.8514 0.7668 -0.2952
34 C 3.6967 0.4323 -2.6353
35 P 0.8697 -0.0738 -2.0526
36 N -0.1206 0.2249 -0.9129
37 C 1.2898 -1.9279 -2.1870
38 C 1.8051 -2.4162 -3.5459
39 C 2.3428 -2.3084 -1.1369
40 C 0.0170 -2.6988 -1.8032
41 C 0.1238 0.4876 -3.7205
42 C 1.0643 0.6203 -4.9224
43 C -0.5684 1.8420 -3.4869
44 C -1.0080 -0.4912 -4.0708
45 H 3.0849 2.9317 -1.6617
46 H 1.3348 2.6909 -1.5282
47 H 2.1421 2.5848 -3.1085
48 H 3.6238 1.5086 -0.0645
49 H 3.2374 -0.2067 -0.0057
50 H 1.9775 0.9909 0.3169
51 H 4.5372 1.1045 -2.4242
52 H 3.4938 0.4872 -3.7047
53 H 4.0284 -0.5790 -2.4040
54 H 2.7067 -1.8903 -3.8642
55 H 1.0602 -2.3297 -4.3347
56 H 2.0586 -3.4790 -3.4556
57 H 3.3363 -1.9290 -1.3738
58 H 2.4078 -3.4007 -1.1036
59 H 2.0670 -1.9704 -0.1395
60 H -0.7175 -2.7179 -2.6054
61 H -0.4628 -2.2579 -0.9278
62 H 0.2856 -3.7344 -1.5693
63 H 1.7886 1.4246 -4.7878
64 H 0.4642 0.8734 -5.8048
65 H 1.6081 -0.2960 -5.1475
66 H 0.1242 2.6809 -3.5093
67 H -1.0980 1.8558 -2.5352
68 H -1.3010 2.0016 -4.2845
69 H -0.6432 -1.4583 -4.4152
70 H -1.5989 -0.0581 -4.8847
71 H -1.6705 -0.6447 -3.2153
72 O 0.9099 2.4925 2.3068
73 B -0.1245 1.4969 2.2930
74 O -0.1720 0.9671 3.6182
75 C 0.7884 1.5695 4.3463
76 C 1.1373 1.3646 5.6631
77 C 2.2004 2.1208 6.1693
78 C 2.8739 3.0376 5.3715
79 C 2.5062 3.2423 4.0359
80 C 1.4560 2.4981 3.5479
81 H 0.6107 0.6366 6.2662
82 H 2.5072 1.9824 7.1991
83 H 3.6967 3.6054 5.7894
84 H 3.0231 3.9532 3.4041
85 C -4.8508 -1.5864 -3.1862
86 Te -3.9226 -1.6196 -1.2409
87 C -3.5178 -3.7156 -1.3453
88 H -4.1328 -1.8982 -3.9451
89 H -5.1424 -0.5543 -3.3808
90 H -5.7331 -2.2245 -3.2273
91 H -4.4392 -4.2794 -1.4870
92 H -3.0530 -3.9663 -0.3906
93 H -2.8216 -3.9234 -2.1570

Molecular formula: C32H48F3O16Pb
Method: DFT, ωB97M-V/def2-TZVPD

Calculated total energy = -80110.0427 eV
2S+1 = 1
Largest force on an atom = 5.67 eV/Å
ΔE to the lowest compared entry with this formula, charge and spin = 259.60 kcal/mol
Charge = +1
Frontier orbital gap = 3.95 eV

Element x y z (Å)
1 Pb -0.2729 0.2984 0.8450
2 C 0.5071 -0.4130 -4.4604
3 O -0.1945 0.7373 -4.9463
4 O 0.9186 -0.0599 -3.1412
5 C -0.3499 -1.6989 -4.6227
6 F -0.4097 -2.0917 -5.8874
7 F 0.0225 -2.7445 -3.9710
8 F -1.6131 -1.5371 -4.3004
9 C -0.3860 0.9023 -6.3773
10 C -0.8530 2.3323 -6.6861
11 H -1.6620 2.7422 -6.0815
12 H -0.0348 3.0400 -6.5522
13 H -1.0444 2.3763 -7.7582
14 H -1.1056 0.1378 -6.6705
15 H 0.5092 0.6055 -6.9238
16 H 1.3670 -0.6534 -5.0857
17 O 3.8719 0.8866 2.0678
18 C 5.0868 0.9186 2.2687
19 O 5.6212 0.9050 3.4513
20 C 7.0250 0.8437 3.3767
21 C 7.3906 0.4186 2.0398
22 C 6.2044 0.8512 1.2000
23 H 7.4147 0.1804 4.1489
24 H 7.5424 1.7798 3.5869
25 H 7.6050 -0.6422 1.9102
26 H 8.3149 0.9414 1.7942
27 H 5.8255 0.1484 0.4580
28 H 6.3216 1.7911 0.6607
29 O -3.8410 0.8648 -1.6945
30 C -4.8977 0.6312 -2.2870
31 O -5.9676 0.1344 -1.6792
32 C -6.9177 -0.1947 -2.5711
33 C -6.6906 0.6923 -3.7441
34 C -5.1208 0.8627 -3.7620
35 H -7.9147 0.0255 -2.1894
36 H -7.0336 -1.2287 -2.8960
37 H -7.2352 1.5898 -3.4510
38 H -7.1775 0.3627 -4.6619
39 H -4.7564 1.8509 -4.0428
40 H -4.5467 0.1193 -4.3150
41 O 0.9544 4.2160 -0.2129
42 C 1.4070 5.0932 -0.9779
43 O 1.5399 6.4443 -0.6193
44 C 2.1369 7.1503 -1.6875
45 C 2.9712 6.0733 -2.3374
46 C 2.0511 4.9000 -2.3439
47 H 2.6885 7.9977 -1.2803
48 H 1.4270 7.5657 -2.4027
49 H 3.8458 5.8412 -1.7297
50 H 3.4146 6.3548 -3.2925
51 H 2.5457 3.9301 -2.3971
52 H 1.2412 4.9498 -3.0718
53 O -2.9470 3.1094 2.4744
54 C -3.6472 4.1194 2.5763
55 O -4.0891 4.5700 3.7260
56 C -4.7151 5.8742 3.6740
57 C -4.2495 6.3322 2.2909
58 C -4.0115 5.1381 1.4931
59 H -4.3596 6.5914 4.4138
60 H -5.7858 5.8026 3.8649
61 H -3.3395 6.9306 2.2472
62 H -5.0618 6.8622 1.7934
63 H -3.2223 5.1928 0.7433
64 H -4.9351 4.8365 0.9991
65 O 2.1601 -3.3829 0.7604
66 C 3.2298 -3.9682 0.4256
67 O 4.3749 -3.8188 1.1882
68 C 5.4749 -4.2973 0.4118
69 C 4.8830 -5.2075 -0.6029
70 C 3.5242 -4.6516 -0.8350
71 H 6.2456 -4.7932 1.0019
72 H 5.8199 -3.3620 -0.0290
73 H 4.9094 -6.2372 -0.2463
74 H 5.4221 -5.1654 -1.5493
75 H 2.7859 -5.4358 -1.0023
76 H 3.4857 -3.9266 -1.6480
77 O 0.4841 -1.2931 4.8175
78 C 0.7655 -2.1654 5.6928
79 O -0.1082 -3.1252 6.0422
80 C 0.4264 -4.0254 6.9834
81 C 1.7604 -3.5097 7.3624
82 C 1.9307 -2.1998 6.5945
83 H 0.5246 -4.9700 6.4485
84 H -0.2753 -4.2359 7.7904
85 H 2.5195 -4.2089 7.0117
86 H 1.8902 -3.4162 8.4406
87 H 2.8073 -2.1549 5.9484
88 H 2.0055 -1.3134 7.2244
89 O -2.8219 -2.8782 1.0408
90 C -3.2220 -3.9944 0.9385
91 O -3.9254 -4.5800 1.8727
92 C -4.1234 -6.0127 1.5507
93 C -4.2172 -6.0081 0.0239
94 C -3.1543 -4.9178 -0.2736
95 H -5.0220 -6.3908 2.0380
96 H -3.3713 -6.6509 2.0145
97 H -5.1142 -5.5682 -0.4119
98 H -3.9858 -6.9860 -0.3985
99 H -3.2966 -4.3592 -1.1987
100 H -2.1745 -5.3720 -0.4213

Molecular formula: C32H48IO26V
Method: DFT, ωB97M-V/def2-TZVPD

Calculated total energy = -120979.9962 eV
2S+1 = 1
Largest force on an atom = 7.98 eV/Å
ΔE to the lowest compared entry with this formula, charge and spin = 161.01 kcal/mol
Frontier orbital gap = 4.31 eV

Element x y z (Å)
1 O 0.1986 1.2319 1.5750
2 V -1.0497 0.2508 1.7288
3 O -2.2926 0.8936 0.9469
4 I -1.8560 0.2506 6.1991
5 C -1.8510 10.9789 2.7478
6 C -1.3602 9.8624 1.7536
7 C 0.1204 9.5819 2.0090
8 O 0.1059 8.1631 2.0224
9 C -1.1413 7.6624 2.0477
10 O -1.4955 6.4994 2.1668
11 O -2.0133 8.6590 1.9856
12 H -1.3726 11.9035 2.4248
13 H -1.5010 10.7567 3.7559
14 H -2.9331 11.0963 2.6891
15 H -1.4920 10.1654 0.7149
16 H 0.4649 9.9573 2.9726
17 H 0.7453 9.9809 1.2100
18 C 5.0234 3.1729 5.0159
19 C 5.3565 1.6539 4.7547
20 C 5.6381 1.2301 3.4017
21 O 6.6081 0.1963 3.5814
22 C 7.0576 0.2201 4.7999
23 O 7.8954 -0.5521 5.1848
24 O 6.4511 1.1694 5.5078
25 H 3.9711 3.3834 4.8251
26 H 5.6180 3.8292 4.3804
27 H 5.3296 3.4480 6.0252
28 H 4.4324 1.1453 5.0295
29 H 5.9312 2.1184 2.8421
30 H 4.6945 0.9016 2.9661
31 C -3.0983 3.7358 -3.6602
32 C -4.2362 4.7791 -3.8189
33 C -5.0466 5.1273 -2.5608
34 O -4.8807 6.5442 -2.5491
35 C -4.0126 6.9742 -3.4890
36 O -3.8181 8.1491 -3.7928
37 O -3.6405 5.9629 -4.2103
38 H -2.7097 3.6138 -4.6712
39 H -3.4012 2.7379 -3.3432
40 H -2.3594 4.1103 -2.9517
41 H -4.8867 4.5116 -4.6516
42 H -4.7026 4.6488 -1.6438
43 H -6.0452 4.7079 -2.6830
44 C -3.8634 -9.1356 2.5690
45 C -4.4087 -7.8657 1.9682
46 C -5.4795 -7.2157 2.8388
47 O -5.0199 -5.8665 2.8091
48 C -3.8643 -5.7415 2.2439
49 O -3.2178 -4.7410 2.1513
50 O -3.3612 -6.9598 1.9101
51 H -3.3111 -9.6377 1.7746
52 H -4.6917 -9.8093 2.7884
53 H -3.2115 -8.9766 3.4280
54 H -4.8264 -7.9805 0.9680
55 H -5.5726 -7.6929 3.8144
56 H -6.4463 -7.4017 2.3710
57 C 5.7744 -6.7783 3.3844
58 C 4.5665 -6.6864 2.5290
59 C 3.2983 -7.2757 3.1561
60 O 2.3931 -6.1787 3.1567
61 C 2.9112 -5.0702 2.6013
62 O 2.3476 -3.9620 2.4569
63 O 4.1540 -5.3876 2.1301
64 H 5.9338 -7.8261 3.6392
65 H 5.5669 -6.1792 4.2711
66 H 6.7063 -6.4635 2.9148
67 H 4.6962 -7.1348 1.5440
68 H 3.5298 -7.6677 4.1465
69 H 3.0085 -8.0925 2.4950
70 C -5.7553 -2.5265 -3.1829
71 C -7.0648 -3.3537 -3.1721
72 C -7.6371 -3.8887 -4.5454
73 O -7.9428 -5.2329 -4.1598
74 C -7.4502 -5.5109 -3.0152
75 O -7.4483 -6.6932 -2.5401
76 O -6.9867 -4.4742 -2.3757
77 H -5.4206 -2.3178 -2.1668
78 H -5.9931 -1.5405 -3.5822
79 H -4.9543 -2.9705 -3.7741
80 H -7.8026 -2.7573 -2.6354
81 H -7.0011 -3.8145 -5.4276
82 H -8.6008 -3.4365 -4.7795
83 C 3.3479 -5.1462 -4.9366
84 C 3.0371 -3.6919 -4.5266
85 C 2.1380 -2.9572 -5.5291
86 O 1.0472 -2.4061 -4.8011
87 C 1.1273 -2.7730 -3.4531
88 O 0.3807 -2.2779 -2.5900
89 O 2.1920 -3.6274 -3.3358
90 H 2.4123 -5.6398 -5.1993
91 H 3.9092 -5.6370 -4.1415
92 H 3.8203 -5.2697 -5.9111
93 H 3.9695 -3.1605 -4.3360
94 H 1.7181 -3.6474 -6.2608
95 H 2.6986 -2.1564 -6.0112
96 C 5.3717 5.8708 -0.1834
97 C 4.3372 4.9798 -0.8213
98 C 3.5239 5.4460 -1.9818
99 O 3.5611 4.3353 -2.8434
100 C 4.4338 3.4750 -2.5085
101 O 4.7046 2.4402 -3.1167
102 O 5.0519 3.9275 -1.4424
103 H 5.0137 6.4802 0.6464
104 H 5.9513 6.4884 -0.8694
105 H 6.0918 5.2229 0.3166
106 H 3.7859 4.4833 -0.0228
107 H 3.8643 6.3847 -2.4190
108 H 2.5097 5.6876 -1.6639

Molecular formula: C32H48N2O3SZn
Method: DFT, ωB97M-V/def2-TZVPD

Calculated total energy = -102294.4629 eV
2S+1 = 1
Largest force on an atom = 7.88 eV/Å
Charge = +2
Frontier orbital gap = 1.27 eV

Element x y z (Å)
1 C 1.1136 -4.4507 0.8182
2 C 2.2865 -4.4295 -0.3689
3 O 2.8072 -5.6449 -0.6890
4 O 2.7081 -3.1728 -1.0697
5 C 4.1093 -2.8427 -0.7430
6 C 4.8140 -1.8070 -1.8462
7 C 4.5050 -0.2248 -1.5489
8 C 5.7003 0.8109 -1.9805
9 C 5.1373 2.3318 -2.3844
10 C 5.1596 3.3845 -1.1194
11 C 3.7756 4.3146 -1.0236
12 C 3.0762 4.1265 0.4619
13 C 1.4461 3.9551 0.4272
14 C 0.5750 5.1214 1.2483
15 C -1.0753 5.1162 1.3252
16 C -1.8317 3.8915 0.4869
17 C -1.0691 2.7217 -0.3662
18 C 0.6024 2.7803 -0.3518
19 C 1.4161 1.5761 -1.1761
20 C 1.4707 0.2977 -0.0987
21 C 2.1839 0.7068 1.3367
22 C 2.3934 -0.5945 2.3516
23 O 1.0600 -0.9354 2.9016
24 N -1.6961 1.6092 -1.1667
25 C -3.0365 1.1621 -0.6425
26 C -3.4741 -0.4142 -0.9887
27 C -2.5095 -1.4360 -1.8444
28 C -1.3434 -2.1796 -0.9623
29 N -0.1406 -2.3529 -1.8814
30 C -4.9502 -1.0337 -0.5168
31 C -6.0581 -0.1134 0.3331
32 C -7.4860 -0.8142 0.7481
33 C -7.3976 -1.7757 2.0742
34 C -6.2177 -2.9134 2.0214
35 C -7.1073 -0.8041 3.3927
36 C -5.6003 1.4279 0.6617
37 C -4.1340 2.0504 0.1839
38 S -3.7046 3.8727 0.5605
39 H 1.4579 -5.0813 1.7713
40 H 0.1853 -5.0525 0.3814
41 H 0.7247 -3.3778 1.0952
42 H 4.2309 -2.4113 0.3475
43 H 4.7184 -3.8543 -0.8399
44 H 4.3288 -2.1015 -2.8921
45 H 5.9524 -2.0871 -1.8920
46 H 4.3045 -0.0889 -0.3997
47 H 3.5481 0.0601 -2.1986
48 H 6.1715 0.3879 -2.9922
49 H 6.5897 0.8549 -1.2048
50 H 5.8845 2.7140 -3.2260
51 H 4.0866 2.2423 -2.9121
52 H 6.1166 4.0808 -1.2756
53 H 5.3584 2.7837 -0.1342
54 H 4.1619 5.4337 -1.1712
55 H 3.0845 4.0257 -1.9229
56 H 3.6017 3.2617 1.0666
57 H 3.3343 5.1272 1.0597
58 H 1.1340 5.9912 1.7986
59 H -1.6333 5.9629 1.9122
60 H 2.5346 1.8435 -1.3929
61 H 0.8697 1.2802 -2.1740
62 H 0.3327 0.0536 0.1526
63 H 1.9167 -0.6751 -0.5732
64 H 1.5294 1.4832 1.9471
65 H 3.2819 1.1063 1.1179
66 H 3.0415 -0.2335 3.2835
67 H 2.9162 -1.5084 1.8386
68 H 0.5187 -1.4529 2.2212
69 H -1.6955 1.7815 -2.1952
70 H -2.0902 -0.8095 -2.7625
71 H -3.2344 -2.2489 -2.3264
72 H -1.7385 -3.2839 -0.7410
73 H -1.1029 -1.5907 0.0259
74 H 0.1004 -3.3832 -1.8628
75 H -0.3962 -2.1775 -2.8897
76 H -5.3008 -2.1406 -0.7803
77 H -7.7893 -1.5139 -0.1569
78 H -8.3427 -0.0023 0.8568
79 H -8.4264 -2.3578 2.2118
80 H -5.1313 -2.4549 1.9658
81 H -6.2900 -3.6113 2.9875
82 H -6.3025 -3.6423 1.0851
83 H -7.0160 -1.4656 4.3600
84 H -6.0772 -0.2732 3.1695
85 H -7.9886 -0.0354 3.4353
86 H -6.3423 2.1290 1.2598
87 Zn 3.3736 -7.0057 1.0012

Molecular formula: C32H48O24
Method: DFT, ωB97M-V/def2-TZVPD

Calculated total energy = -83103.5888 eV
2S+1 = 1
Largest force on an atom = 1.53 eV/Å
ΔE to the lowest compared entry with this formula, charge and spin = 40.06 kcal/mol
Frontier orbital gap = 10.34 eV

Element x y z (Å)
1 C 0.6960 -1.3017 -2.1582
2 C -0.0471 -0.9256 -0.8958
3 C 0.5649 -1.3482 0.4819
4 O 0.9583 -0.0996 1.0606
5 C 0.6399 0.9307 0.2720
6 O 0.9131 2.0660 0.4963
7 O 0.0173 0.5067 -0.8400
8 H 1.7819 -1.3770 -2.1272
9 H 0.4611 -0.6034 -2.9599
10 H 0.3894 -2.3136 -2.4406
11 H -1.0683 -1.3000 -0.8413
12 H 1.4385 -1.9963 0.4656
13 H -0.2244 -1.8087 1.0735
14 C 3.6056 0.7235 -2.2341
15 C 4.2220 1.7261 -1.2899
16 C 4.3375 1.2288 0.1418
17 O 5.7347 1.3370 0.4452
18 C 6.4079 1.7682 -0.6460
19 O 7.5854 1.8451 -0.7478
20 O 5.5557 2.0478 -1.6627
21 H 3.9282 0.8303 -3.2695
22 H 2.5325 0.9172 -2.1554
23 H 3.8552 -0.3108 -1.9821
24 H 3.6594 2.6631 -1.3448
25 H 3.9852 0.2069 0.2856
26 H 3.7424 1.8628 0.8024
27 C 3.8165 -0.2732 3.3316
28 C 4.6750 0.7235 4.1170
29 C 6.1188 0.8427 3.5930
30 O 6.3435 2.2326 3.4719
31 C 5.1893 2.9058 3.6336
32 O 5.0321 4.0767 3.5257
33 O 4.1842 2.0458 3.9052
34 H 3.2066 -0.8969 3.9921
35 H 4.4266 -0.9759 2.7585
36 H 3.0908 0.1413 2.6308
37 H 4.5696 0.5067 5.1814
38 H 6.1867 0.3500 2.6236
39 H 6.8315 0.3599 4.2604
40 C -2.9094 -3.2156 -2.7846
41 C -3.5890 -4.2944 -3.6090
42 C -2.6422 -5.3076 -4.2954
43 O -3.1452 -6.5792 -3.9411
44 C -4.0549 -6.4420 -2.9443
45 O -4.5754 -7.3738 -2.4319
46 O -4.2561 -5.1471 -2.6723
47 H -2.5186 -2.4367 -3.4429
48 H -2.0477 -3.6265 -2.2525
49 H -3.5800 -2.8240 -2.0228
50 H -4.2268 -3.9775 -4.4371
51 H -1.6111 -5.2556 -3.9212
52 H -2.5580 -5.1031 -5.3632
53 C 1.9501 2.2230 5.9911
54 C 1.1856 2.1953 4.6828
55 C 0.6365 0.7956 4.2644
56 O -0.7166 1.0645 3.9247
57 C -1.0712 2.2929 4.3350
58 O -2.1833 2.7179 4.3053
59 O -0.0392 2.9144 4.8994
60 H 2.8811 1.6530 5.8951
61 H 1.4120 1.6266 6.7328
62 H 2.1960 3.2182 6.3452
63 H 1.8108 2.6330 3.9037
64 H 0.6187 0.0951 5.1010
65 H 1.2315 0.4350 3.4314
66 C 0.1888 -2.7522 -5.5413
67 C 0.2843 -1.5161 -6.4175
68 C -0.7465 -0.4402 -6.0625
69 O 0.0261 0.7635 -6.0209
70 C 1.3418 0.4557 -6.0224
71 O 2.1923 1.2624 -5.8300
72 O 1.5349 -0.8522 -6.2724
73 H 0.9867 -3.4517 -5.7729
74 H -0.8103 -3.1824 -5.5984
75 H 0.2955 -2.3394 -4.5389
76 H 0.2187 -1.7203 -7.4920
77 H -1.1415 -0.5593 -5.0487
78 H -1.5586 -0.4507 -6.7855
79 C -2.3189 4.4196 0.7985
80 C -2.5515 3.5180 -0.4089
81 C -3.1258 2.1360 -0.0174
82 O -4.5011 2.2551 -0.3857
83 C -4.7316 3.3741 -1.0573
84 O -5.7701 3.6938 -1.5481
85 O -3.5999 4.0918 -1.1930
86 H -3.1746 4.3670 1.4809
87 H -2.2597 5.4911 0.6102
88 H -1.4202 4.0953 1.3256
89 H -1.6122 3.3789 -0.9430
90 H -3.1542 2.0418 1.0686
91 H -2.6365 1.3378 -0.5711
92 C -3.3027 -1.4964 1.7061
93 C -4.4291 -1.3746 2.7344
94 C -4.5061 -0.0069 3.4489
95 O -5.8585 0.3986 3.3103
96 C -6.5202 -0.4782 2.5365
97 O -7.6606 -0.3585 2.2219
98 O -5.7145 -1.4833 2.1308
99 H -3.3642 -0.6639 1.0072
100 H -3.3966 -2.4669 1.2198
101 H -2.3648 -1.4863 2.2641
102 H -4.2564 -2.0927 3.5372
103 H -3.8456 0.7268 2.9910
104 H -4.2779 -0.2304 4.4877